This record from the Open Molecules 2025 dataset describes 2 unconnected molecules or ions with the total composition C3H11N2O in a non-equilibrium geometry. The level of theory is wB97M-V/def2-TZVPD.

For the lowest unoccupied orbital energy, the calculation gives -4.09 eV. As for the charge: +1. The energy relative to the best compared isomer or geometry (same formula, charge and spin) comes out at 46.4 kcal/mol. As for the total energy: -305.378724 hartree.

Element x y z (Å)
O: 0.79 -3.83 -0.02
N: -0.58 1.16 0.05
N: -0.58 1.59 -2.28
C: -0.25 0.78 -1.21
C: -0.46 0.33 1.31
C: 0.77 0.84 2.03
H: 1.64 0.99 1.36
H: 0.89 -3.99 -0.91
H: 1.07 0.06 2.77
H: -0.15 1.18 -3.19
H: 0.07 -0.27 -1.33
H: -0.27 -0.79 1.11
H: -0.94 2.54 -2.37
H: -1.34 0.49 2.09
H: 0.65 1.78 2.58
H: -0.63 2.17 0.35
H: 0.47 -4.53 0.52